Entry 1:
Density functional theory data (ωB97M-V/def2-TZVPD) for a 2-piece molecular cluster, C6H15O2 overall in a non-equilibrium geometry.

Each atom is followed by the atoms it is bonded to, with distances in Å.
CARTESIAN COORDINATES (ANGSTROEM)
1 C 1.6573 1.0646 -1.1231  O2 1.344, C3 1.701, H8 1.118, H9 1.086
2 O 2.0807 1.4231 0.1007  C1 1.344
3 C 0.2118 0.1687 -1.1564  C1 1.701, C4 1.583, H10 1.085, H11 1.147
4 C -0.0194 -1.1076 -0.2484  C3 1.583, C5 1.502, C6 1.608, H12 1.158
5 C 0.9462 -1.1666 0.9012  C4 1.502, H13 1.141, H14 1.174, H15 1.067
6 C -1.5167 -1.2548 0.3191  C4 1.608, C7 1.519, H16 1.215, H17 1.011
7 C -2.3487 -1.9959 -0.7138  C6 1.519, H18 1.111, H19 1.147, H20 1.137
8 H 1.3001 1.9936 -1.6315  C1 1.118
9 H 2.3266 0.7080 -1.9006  C1 1.086
10 H -0.5622 0.8114 -0.7503  C3 1.085
11 H -0.1027 -0.0945 -2.2278  C3 1.147
12 H 0.0795 -1.9846 -0.9980  C4 1.158
13 H 1.2111 -2.2525 1.1283  C5 1.141
14 H 1.8735 -0.4833 0.6743  C5 1.174
15 H 0.6420 -0.8698 1.8803  C5 1.067
16 H -1.8146 -0.0808 0.4183  C6 1.215
17 H -1.5682 -1.4610 1.3075  C6 1.011
18 H -2.7826 -1.4404 -1.5723  C7 1.111
19 H -3.1881 -2.4919 -0.1103  C7 1.147
20 H -1.5201 -2.7151 -1.0130  C7 1.137
21 H 1.3157 5.1594 2.0321  O23 0.949
22 H 0.9745 3.5681 2.1979  O23 0.992
23 O 0.8044 4.5018 2.4859  H21 0.949, H22 0.992

HOMO energy (eV): -2.524
HOMO-LUMO gap (eV): 6.331
Molecular weight (g/mol): 119.18
E_tot (eV): -10557.7745
Charge: -1
Relative energy (zero: lowest compared OMol25 entry of this formula, charge and spin) (eV): 2.8712

***

Entry 2:
Density functional theory data (ωB97M-V/def2-TZVPD) for one molecule with the formula C5H9NO.

Each atom is followed by the atoms it is bonded to, with distances in Å.
CARTESIAN COORDINATES (ANGSTROEM)
1 C -1.3743 -0.1074 1.2951  C2 1.507, H8 1.093, H9 1.094, H10 1.096
2 C -1.3065 0.0520 -0.2018  C1 1.507, N3 1.463, C4 1.481, H11 1.091
3 N -0.8968 1.3544 -0.7270  C2 1.463, C4 1.461, H12 1.015
4 C -0.0227 0.2006 -0.9244  C2 1.481, N3 1.461, C5 1.516, H13 1.092
5 C 1.3032 0.2987 -0.1967  C4 1.516, C6 1.504, H14 1.086, H15 1.098
6 C 2.0210 -1.0087 -0.0043  C5 1.504, O7 1.206, H16 1.116
7 O 2.3890 -1.6210 -0.9756  C6 1.206
8 H -0.6034 0.4898 1.7885  C1 1.093
9 H -2.3440 0.2253 1.6757  C1 1.094
10 H -1.2312 -1.1586 1.5717  C1 1.096
11 H -2.0960 -0.4667 -0.7472  C2 1.091
12 H -1.3989 1.5904 -1.5775  N3 1.015
13 H 0.0331 -0.2423 -1.9206  C4 1.092
14 H 1.2007 0.7945 0.7639  C5 1.086
15 H 1.9812 0.9021 -0.8147  C5 1.098
16 H 2.3371 -1.3229 1.0186  C6 1.116

HOMO energy (eV): -9.781
HOMO-LUMO gap (eV): 10.787
Molecular weight (g/mol): 99.13
E_tot (eV): -8867.1051
Charge: 0
Relative energy (zero: lowest compared OMol25 entry of this formula, charge and spin) (eV): 2.1075

***

Entry 3:
Density functional theory data (ωB97M-V/def2-TZVPD) for a 2-piece molecular cluster, C4H13N2O2 overall in a non-equilibrium geometry.

Each atom is followed by the atoms it is bonded to, with distances in Å.
CARTESIAN COORDINATES (ANGSTROEM)
1 N -1.1318 -1.5795 -2.4270  C2 1.587, H8 0.973, H9 1.023, H10 1.041
2 C -1.0165 -1.4212 -0.8519  N1 1.587, C3 1.488, H11 1.080, H12 1.117
3 C 0.1914 -0.6056 -0.5512  C2 1.488, N4 1.332, O7 1.195
4 N 0.4906 -0.2643 0.7007  C3 1.332, C5 1.417, C6 1.525
5 C -0.3179 -0.3460 1.8611  N4 1.417, H13 1.117, H14 1.209, H15 1.130
6 C 1.8522 0.2507 1.1560  N4 1.525, H16 1.130, H17 1.078, H18 1.222
7 O 0.7611 -0.0651 -1.4516  C3 1.195
8 H -1.1314 -2.5171 -2.6881  N1 0.973
9 H -0.4481 -0.9305 -2.8240  N1 1.023
10 H -1.9609 -1.1324 -2.8691  N1 1.041
11 H -0.7990 -2.3283 -0.3070  C2 1.080
12 H -1.9511 -0.9510 -0.4598  C2 1.117
13 H 0.3782 -0.5124 2.7191  C5 1.117
14 H -0.8424 0.7157 2.1056  C5 1.209
15 H -1.2752 -0.9049 1.6397  C5 1.130
16 H 1.9064 1.3519 0.9084  C6 1.130
17 H 1.9123 0.1131 2.2231  C6 1.078
18 H 2.7116 -0.4285 0.6147  C6 1.222
19 H -0.0959 3.7852 1.9935  O21 0.957
20 H -1.3144 3.5393 1.2086  O21 0.977
21 O -0.3683 3.2949 1.2186  H19 0.957, H20 0.977

HOMO energy (eV): -12.784
HOMO-LUMO gap (eV): 9.227
Molecular weight (g/mol): 121.16
E_tot (eV): -11425.9067
Charge: +1
Relative energy (zero: lowest compared OMol25 entry of this formula, charge and spin) (eV): 3.5674